[1]
92
Properties=species:S:1:pos:R:3 method="wB97M-V/def2-TZVPD" total_energy_ha=-2352.5529 homo_lumo_gap_ev=7.13 total_charge=+1 relative_energy_ev=0.000
Pd 0.55679 0.69438 -1.03152
C -0.04059 1.53129 4.38336
N 0.49976 1.11090 3.09567
C 0.09888 1.45806 1.87752
N 0.74040 0.71081 0.99274
C 1.54362 -0.08652 1.74407
N 1.43227 0.13666 3.02566
C -1.08900 0.56564 4.89871
C -2.09164 1.01174 5.75188
C -3.02011 0.11763 6.26970
C -2.96628 -1.22742 5.93792
C -1.97298 -1.67100 5.07323
C -1.03848 -0.77862 4.56263
C -1.85175 -3.08260 4.71032
N -2.27007 -4.13037 5.32676
N -1.82433 -5.22251 4.59714
C -1.16963 -4.75039 3.59628
O -1.14576 -3.39354 3.58909
C -0.47028 -5.46699 2.52920
C -0.01022 -6.75778 2.75732
C 0.66671 -7.42867 1.75023
C 0.87122 -6.82124 0.52145
C 0.38884 -5.53806 0.28227
C 0.53416 -4.96856 -1.11144
N 0.26448 -3.53833 -1.18423
C 1.07203 -2.50111 -0.97363
N 0.36315 -1.38454 -0.99858
C -0.91149 -1.81694 -1.22961
N -1.00502 -3.11433 -1.34688
C -0.27509 -4.85841 1.29123
H -0.45989 2.52800 4.25246
H 0.80533 1.60794 5.06573
H -0.62001 2.23037 1.65772
H 2.22385 -0.80705 1.32563
H -2.15060 2.06070 6.01793
H -3.79520 0.47601 6.93329
H -3.68368 -1.93053 6.33877
H -0.25712 -1.15469 3.92090
H -0.17739 -7.21870 3.72119
H 1.03932 -8.42866 1.92495
H 1.39780 -7.35566 -0.26091
H -0.18759 -5.42995 -1.78468
H 1.53076 -5.15100 -1.51303
H 2.13249 -2.59008 -0.80668
H -1.75899 -1.15492 -1.30089
H -0.67110 -3.86491 1.12418
O 3.66029 0.16188 -0.97254
H 3.91081 0.72742 -0.23109
H 4.26334 -0.58729 -0.90495
C -0.82902 0.82475 -3.74590
C -0.72504 0.92871 -5.28899
N 0.66738 0.92294 -5.72203
C 1.30681 -0.29883 -5.25698
C 1.25751 -0.38894 -3.71144
N 0.53560 0.79180 -3.14966
C 1.28109 2.01548 -3.59033
C 1.35544 2.06573 -5.13329
H -1.34064 -0.08914 -3.43956
H -1.36307 1.66978 -3.31858
H -1.19224 1.84887 -5.64003
H -1.24142 0.09508 -5.76589
H 2.33752 -0.31301 -5.61219
H 0.79196 -1.14930 -5.70561
H 2.25040 -0.39661 -3.26027
H 0.72689 -1.28423 -3.39466
H 2.26867 1.96602 -3.13422
H 0.76451 2.87372 -3.17388
H 2.39185 2.05776 -5.47205
H 0.89490 2.97928 -5.51004
C -3.79213 3.58873 -1.94897
C -3.51381 2.46021 -1.19535
C -2.20938 2.17420 -0.81025
C -1.14768 3.00161 -1.19119
C -1.44433 4.14333 -1.94965
C -2.74781 4.43229 -2.31436
N 0.17464 2.64743 -0.90496
C 1.08512 3.56140 -0.40134
C 0.69446 4.74722 0.24031
C 1.64062 5.60547 0.77930
C 2.99718 5.32080 0.70860
C 3.39488 4.15183 0.07606
C 2.45870 3.28790 -0.47080
H -4.80719 3.81470 -2.24529
H -4.31569 1.79882 -0.89181
H -2.01107 1.28803 -0.21550
H -0.63565 4.79880 -2.25028
H -2.95052 5.31888 -2.90170
H -0.35531 5.00043 0.31943
H 1.30434 6.51225 1.26674
H 3.72563 5.99972 1.12932
H 4.44806 3.91185 -0.01025
H 2.78589 2.39614 -0.98887

***

[2]
17
Properties=species:S:1:pos:R:3 method="wB97M-V/def2-TZVPD" total_energy_ha=-305.9028 homo_lumo_gap_ev="7.82 / 7.82" relative_energy_ev=3.294
C -1.28591 -0.88581 -0.66743
C 0.13721 -1.04205 -0.28127
C -1.87852 0.03119 0.37857
C 0.73204 0.32549 0.10346
C 2.28205 0.48430 0.08291
N -0.04032 1.39764 0.29494
N -1.28825 1.40618 0.46173
H -1.45568 -0.33105 -1.58246
H -1.82595 -1.74474 -0.83183
H 0.19084 -1.76202 0.64582
H 0.92611 -1.60024 -0.98944
H -3.03409 0.31423 0.27861
H -1.77046 -0.50918 1.39334
H 2.33765 1.46712 -0.35874
H 2.68179 -0.32473 -0.52642
H 2.73804 0.44394 1.09831
H 0.55349 2.32971 0.49992